{
  "formula": "C13H25ClN3O",
  "method": "ωB97M-V/def2-TZVPD",
  "species": ["C", "N", "C", "C", "Cl", "H", "H", "H", "H", "H", "H", "H", "C", "N", "C", "C", "C", "N", "C", "C", "O", "C", "C", "C", "C", "H", "H", "H", "H", "H", "H", "H", "H", "H", "H", "H", "H", "H", "H", "H", "H", "H", "H"],
  "coordinates": [[-1.650, -2.847, -2.810], [-0.293, -3.116, -2.309], [0.224, -4.487, -2.465], [0.445, -2.117, -1.896], [2.056, -2.311, -1.370], [-2.156, -3.807, -2.937], [-2.199, -2.226, -2.089], [-1.624, -2.315, -3.773], [-0.639, -5.113, -2.699], [0.944, -4.548, -3.293], [0.700, -4.829, -1.540], [0.105, -1.095, -2.096], [-0.198, -1.111, 4.205], [-0.729, -0.438, 3.071], [-1.140, 0.911, 3.198], [-1.106, 1.704, 1.882], [-0.181, 1.121, 0.833], [0.425, 1.948, -0.087], [0.272, 3.402, 0.016], [0.743, 4.136, -1.243], [1.976, 3.626, -1.759], [1.876, 2.237, -2.071], [1.563, 1.405, -0.832], [-0.095, -0.246, 0.748], [-0.727, -1.092, 1.789], [-0.438, -2.184, 4.164], [0.906, -1.023, 4.260], [-0.605, -0.672, 5.122], [-2.172, 0.937, 3.610], [-0.499, 1.367, 3.975], [-2.132, 1.678, 1.470], [-0.882, 2.746, 2.146], [-0.786, 3.647, 0.179], [0.856, 3.808, 0.868], [-0.062, 4.086, -2.004], [0.964, 5.184, -0.996], [1.102, 2.047, -2.843], [2.874, 1.965, -2.446], [2.478, 1.368, -0.197], [1.350, 0.389, -1.170], [0.437, -0.775, -0.033], [-0.209, -2.053, 1.928], [-1.775, -1.308, 1.494]],
  "de_lowest_kcal_mol": 30.35,
  "total_charge": 1,
  "e_lumo_ha": -0.1825
}


{
  "formula": "C13H25ClN5O7PTi",
  "method": "ωB97M-V/def2-TZVPD",
  "species": ["Ti", "O", "Cl", "O", "O", "O", "O", "C", "C", "C", "C", "C", "C", "C", "C", "N", "H", "H", "H", "H", "H", "H", "H", "H", "H", "H", "H", "N", "C", "P", "O", "O", "C", "N", "H", "H", "H", "H", "H", "H", "H", "H", "H", "H", "N", "C", "C", "N", "C", "H", "H", "H", "H"],
  "coordinates": [[-0.671, -0.548, -0.174], [-1.378, -1.043, 3.512], [-1.616, -1.069, 2.128], [-2.877, -1.552, 1.782], [-1.444, 0.220, 1.539], [-0.603, -1.946, 1.559], [-2.717, -0.189, -0.792], [-2.805, 0.677, -1.928], [-2.507, 2.140, -1.598], [-1.162, 2.349, -0.876], [0.035, 1.799, -1.612], [0.937, 2.598, -2.285], [2.074, 2.035, -2.865], [2.293, 0.668, -2.681], [1.356, -0.081, -2.013], [0.208, 0.452, -1.508], [-3.482, -0.020, -0.214], [-3.808, 0.594, -2.366], [-2.073, 0.290, -2.648], [-3.297, 2.545, -0.963], [-2.514, 2.702, -2.531], [-1.208, 1.861, 0.113], [-1.038, 3.423, -0.723], [0.763, 3.662, -2.356], [2.769, 2.640, -3.422], [3.186, 0.196, -3.062], [1.519, -1.139, -1.815], [1.265, -2.013, 3.521], [2.345, -1.106, 3.090], [1.541, 0.304, 2.132], [0.564, 0.980, 3.037], [1.170, -0.236, 0.788], [2.838, 1.678, 1.928], [2.333, 2.762, 2.794], [0.572, -1.505, 4.104], [1.621, -2.830, 4.029], [0.707, -2.319, 2.682], [3.027, -1.638, 2.427], [2.879, -0.724, 3.960], [2.844, 1.971, 0.877], [3.841, 1.368, 2.206], [1.380, 2.334, 3.123], [2.179, 3.649, 2.309], [2.923, 2.947, 3.610], [-1.450, -3.528, -2.993], [-2.205, -3.930, -1.936], [-1.909, -3.084, -0.908], [-0.979, -2.162, -1.327], [-0.729, -2.462, -2.597], [-1.437, -3.947, -3.911], [-2.879, -4.760, -1.985], [-2.328, -3.076, 0.084], [-0.052, -1.938, -3.247]],
  "de_lowest_kcal_mol": 53.28,
  "spin_multiplicity": 3,
  "total_charge": 2,
  "e_lumo_ha": [-0.1899, -0.1897]
}


Total energy across the listed records, respectively: -1209.6888; -2961.1892 Ha.